C70H88N15O2 | ωB97M-V/def2-TZVPD

CARTESIAN COORDINATES (ANGSTROEM)
C  2.77387  -1.78025  2.26425
C  4.32734  -2.26612  2.04004
C  5.25141  -1.24140  1.15480
C  5.17637  0.33457  1.61978
C  5.51387  1.25152  0.30419
C  4.98080  2.79913  0.37511
C  3.44878  2.98862  0.92277
C  2.33870  1.98096  0.26080
C  1.96449  2.52708  -1.23733
C  1.22228  1.44193  -2.21506
C  1.79171  -0.09187  -2.11876
N  1.26611  -0.89903  -0.94933
C  0.24822  -1.94503  -1.38321
C  -0.64930  -2.31042  -0.05696
C  -1.41931  -1.03438  0.62880
N  -1.57284  0.17743  -0.26379
N  -0.73774  -0.52650  1.91389
N  -2.81637  -1.49241  1.00781
C  1.02828  -3.36095  -1.80763
O  1.15321  -3.75868  -3.08097
O  1.58961  -4.28025  -0.76435
H  1.98959  -2.64778  2.19251
H  2.51010  -0.96769  1.46362
H  2.73014  -1.28311  3.34577
H  4.77582  -2.55731  3.08627
H  4.26502  -3.28493  1.42192
H  4.96045  -1.36744  0.01587
H  6.38445  -1.57454  1.30311
H  6.06865  0.49248  2.39096
H  4.19586  0.61933  2.19104
H  5.19461  0.68341  -0.69536
H  6.70415  1.31350  0.24049
H  5.76257  3.45733  0.99185
H  5.02556  3.22529  -0.73541
H  3.09654  4.09669  0.65394
H  3.43716  2.81417  2.07992
H  2.74877  0.88678  0.30985
H  1.35928  2.07706  0.93624
H  1.18487  3.41773  -1.08060
H  2.88107  3.03245  -1.80676
H  0.03327  1.46968  -2.11782
H  1.43452  1.80422  -3.33277
H  1.41215  -0.65097  -3.10141
H  2.96032  -0.03961  -2.18111
H  2.09429  -1.47882  -0.61651
H  -0.45273  -1.56241  -2.24978
H  0.12164  -2.71438  0.75992
H  -1.42598  -3.18564  -0.23065
H  -1.81183  -0.06654  -1.24980
H  -0.77073  0.84119  -0.19151
H  -0.36624  -1.33263  2.46214
H  0.09061  0.07914  1.67539
H  -3.08786  -1.10433  1.95155
H  -3.45248  -0.97643  0.33377
N  1.26001  3.24161  -5.03415
C  0.67587  2.72496  -6.13742
C  0.55744  3.40704  -7.33779
C  1.06483  4.69986  -7.41300
C  1.67043  5.26010  -6.29296
C  1.74482  4.49804  -5.13812
H  0.29268  1.71463  -6.02762
H  0.08076  2.94174  -8.19309
H  0.98926  5.26615  -8.33673
H  2.07522  6.26545  -6.31905
H  2.21136  4.88950  -4.23846
N  1.27827  3.04589  4.08151
C  2.05140  4.09613  4.43453
C  1.97716  4.72837  5.66535
C  1.05146  4.25936  6.59141
C  0.23966  3.18050  6.25649
C  0.39019  2.61174  5.00199
H  2.75562  4.42722  3.67683
H  2.62502  5.56640  5.89611
H  0.96342  4.73036  7.56612
H  -0.49191  2.79171  6.95571
H  -0.21758  1.76525  4.69479
N  -3.77983  -5.98969  -3.65636
C  -4.07525  -6.78705  -2.60646
C  -3.22720  -6.98861  -1.52927
C  -1.99854  -6.33678  -1.52796
C  -1.66479  -5.51039  -2.59605
C  -2.58065  -5.36878  -3.62613
H  -5.04383  -7.27605  -2.65538
H  -3.51743  -7.63838  -0.71146
H  -1.30684  -6.47133  -0.70146
H  -0.71485  -4.98882  -2.62516
H  -2.36808  -4.73199  -4.48030
N  -3.01246  1.29948  4.47135
C  -3.86636  1.85189  3.58194
C  -5.01999  2.53064  3.94050
C  -5.32088  2.64822  5.29333
C  -4.46186  2.08820  6.23332
C  -3.33013  1.43142  5.77755
H  -3.58974  1.73057  2.53866
H  -5.66836  2.95681  3.18337
H  -6.21713  3.17208  5.61264
H  -4.66842  2.16207  7.29499
H  -2.62681  0.98075  6.47221
N  -5.18277  -1.10991  2.98476
C  -4.90636  -2.43208  3.01321
C  -5.67914  -3.36663  3.68371
C  -6.80269  -2.92014  4.37129
C  -7.11248  -1.56401  4.36220
C  -6.28091  -0.70656  3.65993
H  -4.01776  -2.73059  2.46464
H  -5.41123  -4.41702  3.67053
H  -7.43190  -3.62298  4.90958
H  -7.98077  -1.18429  4.88865
H  -6.48245  0.36024  3.61975
N  0.82603  6.02205  -11.01937
C  0.97271  4.78345  -11.53870
C  0.21974  4.29672  -12.59524
C  -0.74630  5.12765  -13.15276
C  -0.92235  6.40812  -12.63845
C  -0.11846  6.80644  -11.58251
H  1.73683  4.17204  -11.06757
H  0.38224  3.29399  -12.97389
H  -1.35678  4.78053  -13.98129
H  -1.66702  7.07969  -13.05043
H  -0.21509  7.79774  -11.14860
N  -2.83271  -3.05826  7.04446
C  -2.41603  -1.77599  6.95780
C  -1.59743  -1.16671  7.89525
C  -1.18235  -1.91481  8.99187
C  -1.59641  -3.23757  9.11007
C  -2.41205  -3.75995  8.11923
H  -2.76921  -1.23296  6.08600
H  -1.29133  -0.13388  7.77355
H  -0.54135  -1.47097  9.74803
H  -1.29074  -3.84696  9.95297
H  -2.75884  -4.78854  8.16446
N  6.69189  -1.09942  4.22166
C  6.39646  -1.89679  5.27156
C  7.24452  -2.09834  6.34874
C  8.47318  -1.44651  6.35006
C  8.80692  -0.62013  5.28196
C  7.89106  -0.47852  4.25188
H  5.42788  -2.38579  5.22264
H  6.95428  -2.74812  7.16655
H  9.16487  -1.58107  7.17656
H  9.75686  -0.09856  5.25285
H  8.10364  0.15828  3.39771
N  3.09189  8.65691  -13.98750
C  2.79646  7.85955  -12.93760
C  3.64452  7.65799  -11.86041
C  4.87318  8.30983  -11.85910
C  5.20692  9.13621  -12.92719
C  4.29106  9.27782  -13.95727
H  1.82788  7.37055  -12.98652
H  3.35428  7.00822  -11.04261
H  5.56487  8.17527  -11.03260
H  6.15686  9.65778  -12.95631
H  4.50364  9.91461  -14.81144
N  -2.25025  -7.21421  9.47628
C  -0.91978  -7.24024  9.24279
C  -0.29965  -8.16764  8.42090
C  -1.08948  -9.13098  7.80231
C  -2.46267  -9.13127  8.02469
C  -2.99137  -8.16079  8.86049
H  -0.34607  -6.47043  9.75064
H  0.77313  -8.13979  8.26720
H  -0.63888  -9.87521  7.15213
H  -3.10551  -9.86892  7.55789
H  -4.05792  -8.11696  9.06262
N  -6.72856  -1.34351  -3.82121
C  -5.97672  -2.46142  -3.92304
C  -6.40754  -3.71830  -3.52961
C  -7.68593  -3.83838  -2.99500
C  -8.48346  -2.70490  -2.87554
C  -7.96586  -1.49173  -3.30007
H  -4.98583  -2.31554  -4.34317
H  -5.76185  -4.58249  -3.63698
H  -8.05786  -4.80713  -2.67431
H  -9.48400  -2.76503  -2.46253
H  -8.55082  -0.57885  -3.23096

LUMO: 1.73 eV
net charge: -1
Kohn-Sham gap: 6.14 eV
highest occupied orbital energy: -0.1619 Ha
largest force on an atom: 7.49 eV/Å

These are the Löwdin partial charges, in e, on atoms 1 to 99: number 1, C, carries -0.142; number 2, C, carries -0.249; number 3, C, carries -0.213; number 4, C, carries -0.215; number 5, C, carries -0.225; number 6, C, carries -0.222; number 7, C, carries -0.232; number 8, C, carries -0.204; number 9, C, carries -0.211; number 10, C, carries -0.203; number 11, C, carries -0.219; number 12, N, carries -0.064; number 13, C, carries -0.247; number 14, C, carries -0.086; number 15, C, carries -0.561; number 16, N, carries 0.037; number 17, N, carries 0.050; number 18, N, carries 0.017; number 19, C, carries -0.411; number 20, O, carries -0.177; number 21, O, carries -0.295; number 22, H, carries 0.074; number 23, H, carries 0.042; number 24, H, carries 0.081; number 25, H, carries 0.068; number 26, H, carries 0.116; number 27, H, carries 0.110; number 28, H, carries 0.109; number 29, H, carries 0.080; number 30, H, carries 0.100; number 31, H, carries 0.106; number 32, H, carries 0.111; number 33, H, carries 0.110; number 34, H, carries 0.100; number 35, H, carries 0.118; number 36, H, carries 0.080; number 37, H, carries 0.079; number 38, H, carries 0.116; number 39, H, carries 0.114; number 40, H, carries 0.106; number 41, H, carries 0.104; number 42, H, carries 0.076; number 43, H, carries 0.123; number 44, H, carries 0.120; number 45, H, carries 0.101; number 46, H, carries 0.143; number 47, H, carries 0.101; number 48, H, carries 0.115; number 49, H, carries 0.071; number 50, H, carries 0.046; number 51, H, carries 0.065; number 52, H, carries 0.053; number 53, H, carries 0.033; number 54, H, carries 0.083; number 55, N, carries 0.053; number 56, C, carries -0.135; number 57, C, carries -0.077; number 58, C, carries -0.083; number 59, C, carries -0.079; number 60, C, carries -0.141; number 61, H, carries 0.109; number 62, H, carries 0.098; number 63, H, carries 0.081; number 64, H, carries 0.098; number 65, H, carries 0.102; number 66, N, carries 0.072; number 67, C, carries -0.153; number 68, C, carries -0.085; number 69, C, carries -0.091; number 70, C, carries -0.080; number 71, C, carries -0.138; number 72, H, carries 0.090; number 73, H, carries 0.096; number 74, H, carries 0.099; number 75, H, carries 0.089; number 76, H, carries 0.091; number 77, N, carries 0.025; number 78, C, carries -0.180; number 79, C, carries -0.088; number 80, C, carries -0.060; number 81, C, carries -0.044; number 82, C, carries -0.138; number 83, H, carries 0.091; number 84, H, carries 0.093; number 85, H, carries 0.112; number 86, H, carries 0.075; number 87, H, carries 0.104; number 88, N, carries 0.085; number 89, C, carries -0.145; number 90, C, carries -0.097; number 91, C, carries -0.091; number 92, C, carries -0.075; number 93, C, carries -0.163; number 94, H, carries 0.107; number 95, H, carries 0.104; number 96, H, carries 0.101; number 97, H, carries 0.098; number 98, H, carries 0.065; number 99, N, carries 0.071